# 1
Formula: C37H88NO16
Source: the OMol25 dataset
Level of theory: the ωB97M-V functional and the def2-TZVPD basis

Calculated values
frontier orbital gap: 6.5 eV
HOMO: -0.3861 hartree

Geometry as ORCA input:
```
! wB97M-V def2-TZVPD RIJCOSX def2/J DEFGRID3
* xyz 1 1
C 4.624 -1.488 0.395
C 3.695 -1.506 -0.813
O 2.530 -0.703 -0.649
C 1.617 -1.194 0.307
C 0.514 -1.989 -0.374
O -0.534 -1.089 -0.730
C -1.421 -1.562 -1.693
C -2.810 -1.039 -1.328
C -3.224 -1.329 0.123
C -4.640 -1.947 0.018
C -4.749 -2.327 -1.403
N -3.830 -1.792 -2.112
H 4.348 -2.231 1.147
H 4.594 -0.505 0.869
H 5.647 -1.715 0.091
H 3.410 -2.536 -1.073
H 4.202 -1.093 -1.686
H 2.109 -1.825 1.053
H 1.177 -0.336 0.820
H 0.926 -2.435 -1.287
H 0.118 -2.783 0.270
H -1.447 -2.661 -1.730
H -1.130 -1.191 -2.686
H -2.905 0.016 -1.591
H -3.286 -0.429 0.732
H -2.516 -2.010 0.593
H -4.907 -2.720 0.735
H -5.389 -1.150 0.148
H -5.513 -2.945 -1.862
H -3.755 -1.893 -3.118
C -6.737 2.111 3.579
O -6.742 0.922 4.345
C -6.403 -0.239 3.619
C -4.967 -0.655 3.848
O -4.038 0.287 3.333
C -3.467 1.120 4.334
H -6.865 2.939 4.273
H -5.795 2.239 3.039
H -7.566 2.121 2.863
H -6.579 -0.082 2.545
H -7.060 -1.048 3.953
H -4.784 -1.612 3.345
H -4.796 -0.813 4.916
H -2.781 0.555 4.972
H -4.236 1.579 4.958
H -2.906 1.902 3.829
C 2.559 4.491 -1.859
O 1.168 4.681 -1.679
C 0.435 4.726 -2.890
C -0.279 3.421 -3.167
O 0.620 2.351 -3.402
C 0.831 1.525 -2.274
H 2.990 4.321 -0.874
H 2.770 3.630 -2.498
H 3.024 5.381 -2.297
H 1.096 4.969 -3.729
H -0.308 5.523 -2.803
H -0.899 3.540 -4.061
H -0.940 3.184 -2.325
H -0.063 0.931 -2.046
H 1.099 2.110 -1.391
H 1.653 0.851 -2.504
C 8.525 -3.080 0.571
O 8.239 -1.754 0.164
C 8.841 -0.765 0.984
C 10.094 -0.192 0.357
O 11.117 -1.162 0.241
C 11.265 -1.688 -1.064
H 8.166 -3.742 -0.216
H 9.597 -3.236 0.710
H 8.007 -3.325 1.505
H 9.082 -1.182 1.967
H 8.113 0.040 1.125
H 10.467 0.617 0.992
H 9.854 0.232 -0.625
H 11.678 -0.937 -1.746
H 10.314 -2.045 -1.466
H 11.963 -2.520 -0.996
C 1.564 -3.844 -4.985
O 1.263 -2.502 -5.308
C 1.896 -1.558 -4.461
C 3.149 -0.967 -5.069
O 4.163 -1.940 -5.230
C 4.312 -2.400 -6.561
H 1.158 -4.468 -5.779
H 2.641 -4.012 -4.910
H 1.098 -4.136 -4.034
H 2.150 -2.024 -3.500
H 1.184 -0.748 -4.273
H 3.530 -0.192 -4.397
H 2.908 -0.494 -6.027
H 4.736 -1.619 -7.200
H 3.358 -2.725 -6.985
H 5.000 -3.242 -6.534
C -1.454 2.830 -6.654
O -2.261 3.981 -6.500
C -1.974 5.005 -7.440
C -2.965 5.025 -8.583
O -2.888 3.850 -9.370
C -3.919 2.919 -9.111
H -1.858 2.066 -5.990
H -1.466 2.453 -7.679
H -0.418 3.032 -6.360
H -0.961 4.882 -7.836
H -2.018 5.962 -6.913
H -2.739 5.878 -9.230
H -3.979 5.158 -8.191
H -4.885 3.291 -9.469
H -4.000 2.694 -8.044
H -3.672 2.008 -9.654
C -4.046 -6.306 7.290
O -3.167 -6.365 6.180
C -3.813 -6.264 4.929
C -3.660 -4.881 4.330
O -4.320 -3.887 5.091
C -3.456 -3.160 5.947
H -3.428 -6.241 8.183
H -4.702 -5.434 7.239
H -4.660 -7.210 7.351
H -4.877 -6.510 5.021
H -3.355 -6.992 4.252
H -4.101 -4.881 3.326
H -2.594 -4.643 4.235
H -2.810 -2.490 5.367
H -2.832 -3.824 6.548
H -4.084 -2.563 6.607
C -1.315 5.779 7.806
O -0.372 4.771 8.116
C -0.949 3.509 8.389
C -0.819 2.565 7.212
O -1.560 3.011 6.087
C -0.769 3.656 5.106
H -0.754 6.650 7.471
H -1.998 5.463 7.013
H -1.900 6.055 8.689
H -2.005 3.619 8.658
H -0.425 3.076 9.246
H -1.205 1.583 7.499
H 0.238 2.452 6.950
H -0.131 2.937 4.579
H -0.139 4.433 5.543
H -1.452 4.112 4.390
*
```


# 2
Formula: C12H9NO
Source: the OMol25 dataset
Level of theory: the ωB97M-V functional and the def2-TZVPD basis

Calculated values
frontier orbital gap: 9.0 eV
HOMO: -0.3116 hartree

Geometry as ORCA input:
```
! wB97M-V def2-TZVPD RIJCOSX def2/J DEFGRID3
* xyz 0 1
C 3.638 0.635 0.045
C 3.586 -0.844 -0.148
C 2.340 -1.501 -0.096
C 1.136 -0.698 0.005
C 1.266 0.690 -0.004
C 2.503 1.407 -0.058
C 0.049 1.554 0.249
C -1.224 0.698 -0.088
C -2.464 1.314 -0.127
C -3.649 0.540 -0.234
N -3.646 -0.819 -0.001
C -2.379 -1.348 0.096
C -1.239 -0.593 0.067
O -0.065 -1.364 0.176
H 4.574 1.324 0.153
H 4.522 -1.301 -0.579
H 2.400 -2.543 -0.171
H 2.602 2.496 0.065
H 0.051 2.466 -0.452
H -0.149 1.983 1.410
H -2.527 2.400 -0.177
H -4.648 1.099 -0.312
H -2.164 -2.408 0.415
*
```


# 3
Formula: C3H11NOS2
Source: the OMol25 dataset
Level of theory: the ωB97M-V functional and the def2-TZVPD basis

Calculated values
⟨S²⟩: 0.75
frontier orbital gap (alpha / beta): 2.6 / 7.1 eV
HOMO (alpha / beta): 0.0178 / -0.1538 hartree

Geometry as ORCA input:
```
! wB97M-V def2-TZVPD RIJCOSX def2/J DEFGRID3
* xyz -1 2
S -3.289 2.050 -0.550
S -1.175 2.136 -0.328
C -0.667 0.607 0.544
C 0.780 0.300 0.042
C 0.873 -0.191 -1.381
N 2.111 -0.923 -1.647
H -3.587 2.536 0.662
H -0.415 1.013 1.519
H -1.177 -0.329 0.721
H 1.389 1.163 0.323
H 1.152 -0.430 0.733
H 0.011 -0.825 -1.518
H 0.763 0.672 -2.038
H 2.164 -1.311 -2.584
H 2.869 -0.244 -1.562
H -0.545 -2.188 3.145
H -0.372 -2.210 1.599
O -0.884 -1.827 2.321
*
```


Calculated M in order - 803.10 183.21 141.26 g mol⁻¹